Entry 1:
DFT (ωB97M-V/def2-TZVPD) results for a 2-piece molecular cluster, C10H10N5O4S2 overall.

As for the total charge: -1. Its orbital gap is 3.972 eV. The calculation puts the energy at -47837.2855 eV. As for the spin multiplicity: 1. The molar mass comes out at 328.36 g mol⁻¹.

```
31
Properties=species:S:1:pos:R:3:forces:R:3:lowdin_charge:R:1
C -4.565 0.141 -1.341 0.4 0.2 0.4 -0.174
C -4.425 -1.213 -2.050 0.3 -0.1 -0.2 -0.175
C -2.929 -1.584 -2.026 -0.3 0.0 0.0 -0.253
N -2.284 -0.444 -1.400 0.6 0.2 0.2 -0.242
C -0.927 -0.428 -1.212 -0.8 -0.5 -0.1 -1.367
S -0.108 -1.814 -1.716 0.8 -0.4 0.0 0.415
S -0.223 0.912 -0.483 0.4 0.8 0.3 0.430
C -3.137 0.727 -1.236 -0.2 -0.1 -0.4 -0.212
H -5.230 0.821 -1.876 -0.1 0.0 0.2 0.094
H -4.931 0.007 -0.318 -0.2 0.0 -0.2 0.100
H -4.995 -2.004 -1.559 -0.2 0.1 -0.1 0.095
H -4.740 -1.149 -3.094 -0.2 0.0 0.1 0.095
H -2.733 -2.493 -1.429 0.0 0.4 -0.4 0.089
H -2.529 -1.753 -3.049 -0.1 0.0 0.6 0.092
H -2.937 1.455 -2.051 0.0 -0.2 0.4 0.114
H -2.938 1.231 -0.274 -0.1 -0.3 -0.5 0.081
O 0.362 -0.897 2.375 1.8 2.0 0.6 0.063
N 0.949 0.120 2.791 -3.0 -0.9 1.0 -0.324
C 2.206 0.530 2.235 1.5 -0.3 -0.8 -0.135
C 2.842 -0.221 1.253 -1.4 0.1 0.7 0.122
C 4.100 0.234 0.908 2.6 1.0 -0.5 -0.080
N 5.074 -0.291 0.078 -0.7 0.5 0.6 -0.164
O 5.113 -1.285 -0.622 0.2 1.0 0.6 0.091
O 6.203 0.571 0.167 -1.4 -0.1 0.5 0.015
N 5.959 1.637 1.068 -2.0 -1.2 0.2 0.134
C 4.690 1.412 1.522 2.0 -1.5 -1.9 -0.301
N 4.068 2.115 2.465 -1.6 0.3 0.8 0.132
C 2.856 1.683 2.790 0.8 0.3 -0.2 -0.015
O 0.482 0.834 3.715 1.0 -1.0 -1.5 0.025
H 2.395 -1.099 0.814 -0.2 -0.1 -0.1 0.133
H 2.331 2.246 3.555 0.0 -0.1 -0.1 0.121
```
Forces are in eV/Å.

***

Entry 2:
DFT (ωB97M-V/def2-TZVPD) results for one molecule with the formula C10H10O2.

As for the total charge: 0. The SMILES is COc1ccc2c(c1)CCC2=O. Its orbital gap is 9.278 eV. The calculation puts the energy at -14626.1733 eV. As for the spin multiplicity: 1. The molar mass comes out at 162.19 g mol⁻¹. The relative energy (zero: lowest compared OMol25 entry of this formula, charge and spin) is 40.9 kcal/mol.

```
22
Properties=species:S:1:pos:R:3:forces:R:3:lowdin_charge:R:1
C 1.065 1.151 -3.216 -1.6 0.7 -0.3 -0.092
O 1.666 1.539 -1.968 -0.8 -1.7 -1.0 -0.093
C 1.094 0.804 -0.948 1.2 2.0 0.3 -0.275
C 1.919 0.837 0.190 -1.1 -0.9 0.3 0.006
C 1.502 0.255 1.371 0.9 0.2 0.0 0.031
C 0.177 -0.216 1.416 0.9 0.9 -1.1 -0.136
C -0.621 -0.200 0.275 0.6 -1.0 0.2 -0.167
C -0.163 0.250 -0.962 -0.2 -0.1 0.8 0.027
C -1.839 -1.026 0.530 -1.5 -1.5 0.0 -0.126
C -1.880 -1.255 2.081 -1.5 0.6 0.5 -0.093
C -0.528 -0.780 2.529 1.0 -1.3 2.9 -0.387
O -0.074 -0.862 3.674 -0.7 0.1 -1.3 0.063
H 0.058 1.734 -3.287 1.3 -1.5 0.0 0.120
H 1.629 1.540 -4.067 0.4 -0.2 0.4 0.080
H 0.948 0.009 -3.285 0.1 1.8 0.0 0.120
H 2.862 1.297 0.033 0.8 0.2 0.2 0.111
H 2.266 0.125 2.173 -1.2 0.2 -0.3 0.139
H -0.762 0.161 -1.842 -0.3 0.1 -0.3 0.106
H -2.791 -0.521 0.263 0.6 -0.5 -0.4 0.117
H -1.715 -2.046 -0.039 -0.5 1.9 1.0 0.158
H -2.594 -0.523 2.635 0.9 -1.1 -1.2 0.154
H -2.220 -2.272 2.445 0.8 1.1 -0.5 0.137
```
Forces are in eV/Å.

***

Entry 3:
DFT (ωB97M-V/def2-TZVPD) results for one molecule with the formula C10H10O2.

As for the total charge: 0. The SMILES is C/C=C\c1ccc2c(c1)OCO2. Its orbital gap is 9.065 eV. The calculation puts the energy at -14621.6088 eV. As for the spin multiplicity: 1. The molar mass comes out at 162.19 g mol⁻¹. The relative energy (zero: lowest compared OMol25 entry of this formula, charge and spin) is 146.1 kcal/mol.

```
22
Properties=species:S:1:pos:R:3:forces:R:3:lowdin_charge:R:1
C -1.086 1.123 -2.599 -2.1 3.0 0.6 -0.084
C -2.037 0.100 -1.936 6.0 -1.4 4.6 -0.109
C -2.130 -0.733 -0.844 0.0 1.2 0.0 -0.048
C -1.142 -0.556 0.248 0.5 0.5 1.2 -0.265
C -1.352 -0.254 1.605 1.3 -0.2 0.7 0.016
C -0.054 -0.034 2.499 -5.7 0.6 -1.0 0.041
C 1.142 -0.029 1.879 1.5 -0.7 2.5 -0.223
C 1.251 -0.381 0.544 0.9 1.4 2.2 -0.304
C 0.199 -0.558 -0.196 -1.1 -3.4 -3.8 -0.013
O 2.521 -0.545 0.179 0.0 -2.2 -0.9 0.013
C 3.303 -0.165 1.238 2.3 2.5 0.7 -0.114
O 2.427 -0.093 2.537 0.3 -0.1 -4.0 -0.010
H -0.504 0.892 -3.439 0.3 -1.8 -1.5 0.032
H -0.288 1.770 -2.145 -1.2 -0.7 1.0 0.078
H -1.898 1.863 -3.090 2.0 -1.2 1.1 0.115
H -2.841 0.164 -2.411 -6.7 -0.3 -4.5 -0.005
H -2.980 -1.468 -0.632 0.9 1.6 -0.7 0.130
H -2.453 -0.252 2.042 2.7 0.2 -0.7 0.132
H -0.420 0.269 3.513 1.5 -0.5 -0.8 0.114
H 0.481 -1.240 -1.079 -0.9 1.7 0.6 0.178
H 3.532 0.911 0.854 0.3 -1.2 1.9 0.152
H 4.327 -0.784 1.235 -2.7 1.1 0.8 0.173
```
Forces are in eV/Å.

***

Entry 4:
DFT (ωB97M-V/def2-TZVPD) results for one molecule with the formula C10H10O2.

As for the total charge: 0. The SMILES is Cc1ccc(O)c2c1C(=O)CC2. Its orbital gap is 9.070 eV. The calculation puts the energy at -14625.6294 eV. As for the spin multiplicity: 1. The molar mass comes out at 162.19 g mol⁻¹. The relative energy (zero: lowest compared OMol25 entry of this formula, charge and spin) is 53.4 kcal/mol.

```
22
Properties=species:S:1:pos:R:3:forces:R:3:lowdin_charge:R:1
C 0.593 1.655 -2.315 -0.4 -2.5 -1.5 -0.046
C -0.128 0.956 -1.176 -1.3 -0.2 1.9 -0.155
C -1.461 1.360 -0.857 2.1 0.5 -2.2 -0.056
C -2.176 0.755 0.129 -1.9 -0.1 1.1 -0.022
C -1.599 -0.079 1.097 -0.5 0.0 1.2 -0.207
O -2.289 -0.556 2.267 0.5 0.8 -1.5 0.013
C -0.281 -0.411 0.896 1.4 -0.7 0.5 -0.110
C 0.392 -0.050 -0.263 -0.6 3.6 -2.8 -0.084
C 1.632 -0.772 -0.591 -3.2 -1.8 3.3 -0.296
O 2.094 -0.887 -1.680 1.5 -0.2 -0.2 0.110
C 1.719 -1.731 0.787 1.3 1.4 -2.3 -0.068
C 0.616 -1.310 1.762 1.2 1.2 -0.8 -0.117
H 1.203 2.465 -1.965 0.9 0.0 0.1 0.074
H -0.113 2.115 -3.016 -0.3 0.0 0.4 0.068
H 1.090 0.836 -2.971 -0.1 1.7 1.3 0.109
H -1.906 2.167 -1.502 0.2 -1.1 0.8 0.129
H -3.245 0.996 0.058 0.3 -0.2 0.9 0.125
H -1.736 -0.429 3.057 -0.1 0.0 -0.6 0.103
H 1.533 -2.695 0.379 0.5 -1.1 -0.1 0.099
H 2.760 -1.470 1.043 -0.4 -1.1 0.7 0.115
H 1.238 -0.878 2.552 -0.8 1.1 0.2 0.117
H 0.065 -2.036 2.307 -0.4 -1.3 -0.2 0.100
```
Forces are in eV/Å.

***

Entry 5:
DFT (ωB97M-V/def2-TZVPD) results for one molecule with the formula C10H10OSe.

As for the total charge: 0. The SMILES is CO/C=C\C=C1\C=CC=CC1=[Se]. Its orbital gap (alpha / beta) is 6.139 / 6.141 eV. The calculation puts the energy at -77922.1445 eV. As for the spin multiplicity: 1. The molar mass comes out at 225.15 g mol⁻¹. The relative energy (zero: lowest compared OMol25 entry of this formula, charge and spin) is 6.2 kcal/mol.

```
22
Properties=species:S:1:pos:R:3:forces:R:3:lowdin_charge:R:1
C -1.972 -2.289 -1.498 -0.1 -0.3 -1.0 -0.051
O -1.253 -1.713 -0.393 -0.4 -0.8 0.0 -0.143
C -1.880 -1.319 0.684 -0.9 1.2 0.4 -0.270
C -1.116 -1.035 1.849 0.1 0.9 0.8 -0.111
C 0.132 -0.405 1.903 -0.1 -0.2 -0.2 -0.045
C 0.630 0.559 0.976 -0.5 2.9 -0.9 -0.238
C 1.987 0.962 1.122 1.6 -0.2 -0.6 -0.075
C 2.671 1.999 0.457 -2.5 0.3 0.5 -0.059
C 1.835 2.959 -0.272 2.4 -2.4 1.2 -0.074
C 0.524 2.670 -0.364 -2.5 -0.7 -0.4 -0.177
C -0.181 1.555 0.198 1.3 -2.4 0.8 -0.571
Se -2.000 1.300 -0.167 0.3 -0.2 0.0 0.749
H -2.013 -3.441 -1.464 -0.2 1.9 0.4 0.123
H -1.345 -2.004 -2.335 0.2 -0.3 -0.2 0.085
H -2.935 -1.773 -1.754 0.5 -0.6 0.9 0.104
H -3.015 -1.440 0.748 1.8 -0.1 -0.1 0.146
H -1.667 -1.067 2.809 0.4 -0.6 -0.5 0.117
H 0.829 -0.489 2.783 -1.3 -0.2 -0.6 0.130
H 2.568 0.260 1.733 0.1 0.4 -0.2 0.102
H 3.745 2.132 0.573 -0.3 0.0 0.0 0.090
H 2.335 3.760 -0.787 -0.3 0.3 -0.2 0.096
H -0.153 3.133 -1.062 0.3 1.1 0.0 0.072
```
Forces are in eV/Å.

***

Entry 6:
DFT (ωB97M-V/def2-TZVPD) results for one molecule with the formula C10H10S5.

As for the total charge: 0. The SMILES is c1csc(CSSSCc2cccs2)c1. Its orbital gap is 9.157 eV. The calculation puts the energy at -64707.2733 eV. As for the spin multiplicity: 1. The molar mass comes out at 290.52 g mol⁻¹. The relative energy (zero: lowest compared OMol25 entry of this formula, charge and spin) is 31.8 kcal/mol.

```
25
Properties=species:S:1:pos:R:3:forces:R:3:lowdin_charge:R:1
C -3.992 1.391 0.416 -1.0 -1.3 0.6 -0.186
C -4.711 0.232 0.106 1.8 0.5 -0.6 -0.388
S -3.647 -0.961 -0.569 -0.3 0.7 0.6 1.024
C -2.311 0.050 -0.285 1.2 0.7 1.2 -0.672
C -0.915 -0.403 -0.521 1.1 1.4 0.2 -0.566
S -0.315 -1.639 0.703 -0.2 -0.4 -0.8 0.470
S 1.253 -2.499 -0.395 -1.0 0.0 0.4 0.120
S 2.899 -1.758 0.450 1.0 1.6 -0.8 0.408
C 3.135 -0.157 -0.572 -1.2 0.4 1.8 -0.468
C 2.305 1.023 -0.010 0.8 -1.2 -0.1 -0.634
C 1.666 1.154 1.184 0.8 1.0 1.6 -0.210
C 0.956 2.368 1.268 -1.0 1.6 -1.9 -0.214
C 0.978 3.150 0.119 1.7 -2.6 0.4 -0.360
S 2.080 2.391 -1.039 -1.2 0.0 0.8 1.009
C -2.573 1.281 0.324 0.4 -1.4 -1.9 -0.089
H -4.548 2.195 0.810 -0.3 1.1 0.4 0.078
H -5.744 -0.052 0.176 -0.2 0.5 0.1 0.052
H -0.212 0.487 -0.411 -1.0 -1.0 -0.3 0.058
H -0.845 -0.765 -1.533 0.4 -0.5 -0.3 0.065
H 2.694 -0.332 -1.547 0.7 -0.4 -0.3 0.049
H 4.182 0.131 -0.531 0.1 -0.4 -0.4 0.068
H 1.831 0.731 2.199 -0.1 -0.9 -1.5 0.131
H 0.312 2.604 2.086 -0.2 0.2 0.5 0.098
H 0.427 3.968 -0.238 -0.5 1.1 0.1 0.040
H -1.654 1.952 0.413 -2.0 -0.5 0.3 0.117
```
Forces are in eV/Å.

***

It is found that the max |F| values, taken in the order of the records, are 0.0640 0.0639 0.1579 0.0952 0.0684 0.0605 hartree/bohr.